[1]
A single C3H8N2S2 molecule. Source: the OMol25 dataset; level of theory: ωB97M-V/def2-TZVPD.

XYZ file:
```
15
Properties=species:S:1:pos:R:3
C 1.0964 -0.3158 1.3072
N 0.4638 0.2373 0.1179
C 1.3444 0.3054 -1.1376
N -0.6169 -0.6115 -0.1021
C -1.8964 -0.0884 -0.0019
S -3.2144 -1.0046 0.2112
S -1.9579 1.6570 -0.2482
H 0.3592 -0.4391 2.0924
H 1.5774 -1.2683 0.9742
H 1.8977 0.4783 1.5356
H 1.0475 1.0819 -1.7533
H 2.4438 0.2773 -1.0186
H 1.1165 -0.5664 -1.6915
H -0.4098 -1.5958 -0.1722
H -3.2514 1.8529 -0.1132
```

The calculation puts the highest occupied orbital energy at -8.4 eV.



[2]
A single C3H8N2S2 molecule. Source: the OMol25 dataset; level of theory: ωB97M-V/def2-TZVPD.

XYZ file:
```
15
Properties=species:S:1:pos:R:3
C -0.6974 -0.7190 -1.9144
N -0.0976 -0.9675 -0.6867
C -0.1532 -0.1600 0.2992
C 0.4484 -0.6284 1.4865
S 2.1350 -0.2825 1.6846
N -0.6110 1.0686 0.0174
S -0.8500 2.4085 0.9508
H -1.8470 -0.4302 -1.6806
H -0.2930 0.4368 -2.0845
H -0.5122 -1.5520 -2.5940
H -0.3252 -0.2666 2.1734
H 0.4533 -1.8132 1.3495
H 2.6844 -0.9836 0.5789
H -0.7461 1.1216 -0.9115
H 0.4118 2.7674 1.3313
```

The calculation puts the highest occupied orbital energy at -8.9 eV.



[3]
A single C3H8N2S3 molecule. Source: the OMol25 dataset; level of theory: ωB97M-V/def2-TZVPD.

XYZ file:
```
16
Properties=species:S:1:pos:R:3
C 1.6207 -2.2359 0.2968
S 0.4039 -2.2720 -1.0725
C -1.0458 -1.4576 -0.2669
S -0.6035 0.0790 0.7530
C -0.8157 1.1735 -0.5522
S -1.4380 0.7198 -1.8932
N -0.6120 2.4556 -0.2347
N 0.0523 2.9288 0.8299
H 1.6001 -3.1490 1.0128
H 1.5719 -1.0606 0.6177
H 2.5460 -2.3813 -0.2903
H -1.7852 -1.1238 -1.0977
H -1.3446 -2.2978 0.3104
H -0.4519 3.2083 -1.0331
H -0.6181 3.0049 1.7105
H 0.9202 2.4082 0.9093
```

The calculation puts the highest occupied orbital energy at -8.4 eV.



[4]
2 unconnected molecules or ions with the total composition C3H8N3. Source: the OMol25 dataset; level of theory: ωB97M-V/def2-TZVPD.

XYZ file:
```
14
Properties=species:S:1:pos:R:3
C 1.6321 0.0135 1.0506
C 2.7714 0.2359 0.5416
C -1.5650 0.3788 -1.0082
N -1.7261 1.2045 -0.0286
N -1.1239 -0.8060 -0.8288
N -0.5517 -1.2970 0.2775
H 0.8552 0.0692 1.7512
H -2.0599 0.6128 -1.9449
H 2.9989 -0.0591 -0.5551
H 3.5860 0.4161 1.2570
H -1.9801 2.1396 0.0111
H -1.2889 -1.4964 -1.6038
H -1.5296 0.7726 0.8887
H -0.0183 -2.1846 0.1916
```

The calculation puts the highest occupied orbital energy (spin up / spin down) at -11.9 / -13.4 eV. Its net charge is +1.



[5]
3 unconnected molecules or ions with the total composition C3H8N3. Source: the OMol25 dataset; level of theory: ωB97M-V/def2-TZVPD.

XYZ file:
```
14
Properties=species:S:1:pos:R:3
C 1.1752 -2.6178 2.4077
C -1.6948 3.2570 -0.0023
C 0.5993 -2.8029 -1.5346
N -0.9854 4.3556 -0.1702
N 1.0962 -1.7382 1.6065
N 1.5134 -3.6601 -1.5579
H 1.0758 -3.4279 3.1794
H -0.8740 4.9145 -0.9497
H -1.9942 3.1037 1.0610
H -1.9739 2.7375 -0.9213
H 0.4376 -2.1131 -0.6951
H -0.0708 -2.7618 -2.3042
H -0.4579 4.5860 0.6828
H 2.1533 -3.8325 -0.8020
```

The calculation puts the highest occupied orbital energy at -11.2 eV. Its net charge is +1.



[6]
A molecular structure, C3H8N3. Source: the OMol25 dataset; level of theory: ωB97M-V/def2-TZVPD.

XYZ file:
```
14
Properties=species:S:1:pos:R:3
C 0.4274 0.0425 0.5909
C -0.1894 1.9901 2.0607
C -0.1215 -0.7642 -1.1920
N -0.0180 0.8254 1.3550
N 1.0965 -1.1431 -1.6509
N -1.0454 -1.7338 -0.9782
H 0.7206 2.4927 2.0240
H -0.7633 2.7268 1.5104
H -0.3977 1.8577 3.1448
H -0.3747 0.2864 -1.4566
H 1.7450 -0.4582 -2.1323
H 1.4333 -2.1028 -1.7918
H -0.5280 -2.4873 -0.6620
H -1.9848 -1.5321 -0.8221
```

The calculation puts the highest occupied orbital energy at -14.8 eV. Its net charge is +1.



[7]
A gas-phase ion, C3H8N3 (charge +1). Source: the OMol25 dataset; level of theory: ωB97M-V/def2-TZVPD.

XYZ file:
```
14
Properties=species:S:1:pos:R:3
C 1.7558 -0.3028 0.4152
N 0.8894 0.5670 -0.4700
C -0.4761 0.2284 -0.1148
N -0.8526 -1.2570 0.0026
C -1.7638 -0.2204 -0.6540
N -1.5133 0.8008 0.5947
H 1.4696 -1.3040 0.0006
H 2.7429 -0.0021 0.2372
H 1.1721 -0.3284 1.3941
H 1.2709 0.2999 -1.3690
H 0.9686 1.5941 -0.2656
H -1.2237 -1.4977 0.9620
H -2.6523 -0.3573 -1.2293
H -1.7875 1.7795 0.4964
```

The calculation puts the highest occupied orbital energy at -13.7 eV. Its net charge is +1.



[8]
A gas-phase ion, C3H8N3 (charge +1). Source: the OMol25 dataset; level of theory: ωB97M-V/def2-TZVPD.

XYZ file:
```
14
Properties=species:S:1:pos:R:3
C -2.9162 0.1492 0.1434
N -1.5638 0.1085 -0.1366
C -0.4461 0.0607 -0.4110
C 1.3859 0.0312 -0.4941
N 1.8184 1.1674 0.0996
N 1.7436 -1.1391 0.0890
H -3.4449 0.5839 -0.7074
H -3.2803 -0.8637 0.3186
H -3.0859 0.7621 1.0295
H 1.4650 0.0362 -1.5809
H 1.7590 2.0435 -0.3872
H 1.8802 1.2139 1.1030
H 1.8543 -1.1814 1.0874
H 1.5845 -2.0099 -0.3874
```

The calculation puts the highest occupied orbital energy at -14.7 eV. Its net charge is +1.



For each record above, in turn, the calculated energy relative to the best compared isomer or geometry (same formula, charge and spin) values are 204.1; 332.0; 219.2; 625.6; 471.7; 301.8; 608.9; 212.8 kJ/mol.